Formula: C14H29Cl14FIO4PS
Source: the OMol25 dataset
Level of theory: ωB97M-V with the def2-TZVPD basis set

XYZ file:
```
65
Properties=species:S:1:pos:R:3:nbo_charge:R:1
O -0.84 2.72 -0.22 -0.855
S -0.89 2.52 -1.79 1.618
O -2.50 2.95 -2.30 -0.312
F -2.48 4.29 -2.21 -0.100
O -0.61 0.91 -2.23 -0.950
P -1.63 -0.24 -1.46 1.183
O -2.77 0.40 -0.33 -1.006
I -0.05 -1.55 -0.01 -0.116
H -3.38 1.09 -0.71 0.516
Cl 0.05 -1.68 -3.07 -0.032
C 0.19 -2.21 -4.76 -0.397
C 0.02 -1.06 -5.74 -0.400
Cl -1.65 -0.43 -5.76 -0.064
H -0.55 -2.99 -4.93 0.228
H 1.18 -2.65 -4.87 0.227
H 0.25 -1.39 -6.75 0.220
H 0.69 -0.22 -5.50 0.241
Cl 1.92 3.44 -3.08 -0.070
C 3.35 2.45 -2.74 -0.388
C 3.55 1.34 -3.76 -0.399
Cl 2.29 0.09 -3.65 -0.064
H 3.25 2.04 -1.72 0.236
H 4.21 3.12 -2.75 0.228
H 4.51 0.84 -3.59 0.232
H 3.55 1.74 -4.78 0.220
Cl -1.47 -3.00 3.16 -0.062
C -0.75 -2.98 4.79 -0.399
C 0.26 -1.86 4.96 -0.389
Cl 1.73 -2.12 3.99 -0.059
H -0.30 -3.96 4.97 0.231
H -1.57 -2.85 5.50 0.228
H 0.58 -1.80 6.01 0.224
H -0.16 -0.89 4.68 0.227
Cl 0.93 7.37 1.96 -0.062
C 0.80 6.97 0.23 -0.388
C 0.76 5.48 -0.02 -0.392
Cl 2.32 4.70 0.34 -0.066
H 1.64 7.45 -0.29 0.221
H -0.13 7.43 -0.13 0.222
H 0.55 5.28 -1.08 0.219
H -0.01 4.99 0.58 0.243
Cl -4.27 -4.54 6.46 -0.064
C -3.71 -5.53 5.10 -0.397
C -2.97 -6.78 5.56 -0.388
Cl -1.40 -6.38 6.30 -0.063
H -3.09 -4.91 4.45 0.235
H -4.60 -5.82 4.53 0.225
H -2.76 -7.42 4.70 0.226
H -3.56 -7.35 6.28 0.225
Cl 7.68 -0.61 -3.48 -0.062
C 7.38 -2.18 -2.70 -0.389
C 5.90 -2.41 -2.42 -0.392
Cl 5.28 -1.32 -1.15 -0.053
H 7.98 -2.22 -1.78 0.227
H 7.75 -2.95 -3.38 0.223
H 5.75 -3.43 -2.07 0.226
H 5.30 -2.26 -3.32 0.223
Cl -6.70 1.99 0.40 -0.064
C -5.98 2.00 2.03 -0.389
C -4.97 3.13 2.20 -0.398
Cl -3.50 2.86 1.23 -0.041
H -5.52 1.02 2.21 0.228
H -6.80 2.13 2.74 0.221
H -4.65 3.18 3.24 0.223
H -5.39 4.09 1.92 0.222
```

highest occupied orbital energy: -8.50 eV
frontier orbital gap: 8.53 eV
spin multiplicity: 1
electronic energy: -229431.092 eV